No. 1
The following is a DFT calculation (the ωB97M-V functional and the def2-TZVPD basis) of a cluster of 4 separate species, C5H17NO5 in total in a non-equilibrium geometry.

Properties
net charge: +1
ΔE to the lowest compared entry with this formula, charge and spin: 1.749 eV
E_HOMO (spin up / spin down): -0.4981 / -0.4976 Ha
calculated total energy: -631.27115 hartree
spin multiplicity: 2
Kohn-Sham gap (spin up / spin down): 7.9019 / 3.5127 eV

Atoms and positions in Å:
C  0.6102  -0.5114  1.4778
O  -0.4001  -1.3059  2.1012
C  -0.0221  0.6384  0.6383
C  -0.1031  0.1756  -0.8256
C  -1.1627  0.9426  -1.6366
C  -2.5442  0.2268  -1.6366
O  -2.8083  -0.7455  -1.0334
N  0.8113  1.8290  0.7895
H  1.2282  -1.1425  0.8479
H  1.2239  -0.1868  2.3172
H  -0.8987  -1.8798  1.5052
H  -1.0363  0.7451  1.0439
H  -0.2745  -0.8866  -0.7875
H  0.8049  0.4695  -1.3389
H  -0.9047  1.0183  -2.6895
H  -1.3508  1.9555  -1.2805
H  -3.2935  0.7670  -2.2670
H  0.4167  2.6144  0.2698
H  0.7873  2.1320  1.7599
H  2.5299  -2.5890  -2.0494
H  3.0104  -1.2415  -1.5194
O  2.9618  -1.7665  -2.3398
H  3.9829  0.6059  -0.2624
H  2.4443  1.0044  -0.1777
O  3.0787  0.3006  -0.3831
H  -2.5396  -1.3988  3.0237
H  -3.2329  -0.4702  1.9857
O  -3.3191  -1.3008  2.4673

Okay, here come the Löwdin numbers, in e, for every atom: number 1, C, carries -0.178; number 2, O, carries -0.056; number 3, C, carries -0.359; number 4, C, carries -0.122; number 5, C, carries -0.041; number 6, C, carries -0.047; number 7, O, carries 0.344; number 8, N, carries 0.058; number 9, H, carries 0.115; number 10, H, carries 0.139; number 11, H, carries 0.090; number 12, H, carries 0.143; number 13, H, carries 0.125; number 14, H, carries 0.122; number 15, H, carries 0.146; number 16, H, carries 0.145; number 17, H, carries 0.217; number 18, H, carries 0.095; number 19, H, carries 0.108; number 20, H, carries 0.037; number 21, H, carries -0.018; number 22, O, carries -0.080; number 23, H, carries 0.072; number 24, H, carries 0.007; number 25, O, carries -0.054; number 26, H, carries 0.028; number 27, H, carries 0.015; number 28, O, carries -0.050

=====

No. 2
The following is a DFT calculation (the ωB97M-V functional and the def2-TZVPD basis) of a structure of composition C5H17NbO2PS in a non-equilibrium geometry.

Properties
net charge: -1
E_HOMO: -0.1352 Ha
calculated total energy: -1147.62806 hartree
spin multiplicity: 1
Kohn-Sham gap: 6.5379 eV

Atoms and positions in Å:
C  2.5052  1.6795  0.0570
C  1.7630  0.6021  -0.6866
O  2.3830  0.4328  -1.9615
C  1.7878  -0.7049  0.0513
O  1.0189  -1.6631  -0.6002
Nb  -0.8718  -2.2143  -0.0932
S  -0.4110  -2.5665  2.3601
P  -1.9912  0.0405  0.2356
C  -2.4178  1.0922  -1.2133
C  -1.3957  1.1726  1.5627
H  2.8759  2.4189  -0.6365
H  3.3585  1.2575  0.5778
H  1.8750  2.1413  0.8027
H  0.7242  0.8937  -0.8214
H  1.7352  0.0520  -2.5474
H  1.4761  -0.5316  1.0852
H  2.8334  -1.0134  0.0844
H  -2.4328  -3.0778  0.2157
H  -0.3476  -3.8840  -0.5862
H  -1.4809  -2.0650  -1.8049
H  -1.5255  -2.1731  2.9487
H  -3.1971  0.5670  -1.7463
H  -1.5824  1.2168  -1.8876
H  -2.8072  2.0617  -0.9322
H  -1.9353  0.9755  2.4774
H  -0.3374  1.0901  1.7712
H  -1.6026  2.1995  1.2876

Okay, here come the Löwdin numbers, in e, for every atom: number 1, C, carries -0.046; number 2, C, carries -0.455; number 3, O, carries -0.037; number 4, C, carries -0.358; number 5, O, carries -0.514; number 6, Nb, carries 0.743; number 7, S, carries 0.071; number 8, P, carries 0.586; number 9, C, carries -0.421; number 10, C, carries -0.404; number 11, H, carries 0.074; number 12, H, carries 0.077; number 13, H, carries 0.068; number 14, H, carries 0.110; number 15, H, carries 0.079; number 16, H, carries 0.076; number 17, H, carries 0.119; number 18, H, carries -0.184; number 19, H, carries -0.140; number 20, H, carries -0.140; number 21, H, carries -0.317; number 22, H, carries 0.001; number 23, H, carries -0.001; number 24, H, carries 0.008; number 25, H, carries 0.002; number 26, H, carries -0.009; number 27, H, carries 0.012

=====

No. 3
The following is a DFT calculation (the ωB97M-V functional and the def2-TZVPD basis) of a structure of composition C5H18CdNO in a non-equilibrium geometry.

Properties
net charge: -1
ΔE to the lowest compared entry with this formula, charge and spin: 1.587 eV
E_HOMO (spin up / spin down): 0.0027 / 0.0026 Ha
calculated total energy: -498.77926 hartree
spin multiplicity: 1
Kohn-Sham gap (spin up / spin down): 3.2694 / 3.3644 eV

Atoms and positions in Å:
C  1.0769  -2.3309  -0.9234
Cd  0.3309  -0.4009  -0.0518
N  -2.1666  -1.1644  0.0659
H  1.7729  0.6159  0.4700
H  1.4256  0.0216  1.2588
H  2.0954  -2.0501  -0.6015
H  0.9272  -2.3989  -2.0022
H  0.6272  -3.1004  -0.2951
H  -2.9007  -0.6799  -0.5495
H  -2.5546  -1.0277  1.0267
H  -2.2364  -2.1961  -0.1634
C  -1.8024  4.0091  -0.8480
C  -0.9730  2.7556  -0.7013
O  -1.4209  1.8724  0.3995
C  -1.0745  2.3851  1.7789
C  0.3498  2.8208  1.9731
H  -2.8329  3.7105  -0.8971
H  -1.5935  4.6504  -1.6951
H  -1.6919  4.5533  0.0696
H  -1.0067  2.0780  -1.5760
H  0.1033  2.9392  -0.5365
H  -1.7851  3.1560  2.2525
H  -1.2131  1.4180  2.2921
H  0.6282  3.6727  1.3727
H  0.5736  3.0437  3.0177
H  1.0679  2.0503  1.7468

Okay, here come the Löwdin numbers, in e, for every atom: number 1, C, carries -0.388; number 2, Cd, carries 0.713; number 3, N, carries -0.097; number 4, H, carries -0.186; number 5, H, carries -0.226; number 6, H, carries -0.108; number 7, H, carries -0.112; number 8, H, carries -0.117; number 9, H, carries 0.030; number 10, H, carries 0.002; number 11, H, carries 0.023; number 12, C, carries -0.090; number 13, C, carries -0.317; number 14, O, carries -0.317; number 15, C, carries -0.270; number 16, C, carries -0.151; number 17, H, carries 0.061; number 18, H, carries 0.066; number 19, H, carries 0.053; number 20, H, carries 0.073; number 21, H, carries 0.067; number 22, H, carries 0.116; number 23, H, carries 0.078; number 24, H, carries 0.055; number 25, H, carries 0.072; number 26, H, carries -0.030

=====

Q: Among the records above, which one has the lowest calculated total energy?
A: C5H17NbO2PS

=====

Q: Look up the calculated total energy of the first one.
A: -631.27115 hartree

=====

Q: Which of these has the highest spin multiplicity?
A: C5H17NO5